Record 1
# C42H97AsF6N3O2P

A structure of composition C42H97AsF6N3O2P in a non-equilibrium geometry (ωB97M-V with the def2-TZVPD basis set, OMol25).

Values from the calculation:
lowest unoccupied orbital energy	-3.40	eV
energy	-5148.839973	Eh
HOMO level	-8.7	eV
energy above the lowest of the compared OMol25 structures with the same formula, charge and spin	450.67	kJ/mol
total charge	+2
gap between HOMO and LUMO	5.3144	eV

Last column: Mulliken charge in e.
Positions of all 152 atoms, in Å:
O 0.447 -0.550 0.591  -1.104
H 0.244 -0.628 1.543  0.132
C -1.625 -0.086 -9.583  -1.082
C -0.141 -0.268 -9.333  -0.827
C 0.190 -0.534 -7.862  -0.551
C -0.096 0.656 -6.978  -0.881
P 0.078 0.415 -5.185  0.657
C -0.302 2.020 -4.346  -1.096
C -1.565 2.775 -4.841  -0.238
C -2.097 3.904 -3.873  -0.809
C -1.542 5.264 -4.211  -1.151
C 1.863 0.011 -4.985  -1.131
C 2.908 1.065 -5.380  -0.557
C 4.339 0.620 -5.027  -0.449
C 5.458 1.664 -5.302  -1.274
C -1.114 -0.824 -4.725  -1.065
C -2.396 -0.785 -5.502  0.496
C -3.380 -1.705 -4.851  -0.948
C -3.274 -3.240 -5.183  -1.168
H -1.819 -0.112 -10.655  0.381
H -2.102 0.723 -9.029  0.264
H -2.058 -0.986 -9.146  0.281
H 0.578 0.453 -9.720  0.428
H 0.093 -1.219 -9.813  0.379
H 1.262 -0.726 -7.818  0.269
H -0.461 -1.390 -7.684  0.220
H -1.149 0.909 -7.097  0.369
H 0.513 1.485 -7.339  0.797
H 0.628 2.587 -4.383  0.427
H -0.261 1.917 -3.262  0.759
H -2.266 2.005 -5.163  -0.100
H -1.413 3.284 -5.793  0.359
H -1.979 3.678 -2.814  0.379
H -3.181 3.955 -3.972  0.393
H -2.131 5.927 -3.576  0.359
H -1.667 5.603 -5.239  0.339
H -0.504 5.278 -3.881  0.294
H 2.005 -0.839 -5.653  0.582
H 1.828 -0.224 -3.921  0.694
H 2.623 2.015 -4.928  0.284
H 2.900 1.157 -6.466  0.212
H 4.579 -0.171 -5.737  0.294
H 4.369 0.339 -3.974  0.403
H 5.716 1.627 -6.360  0.330
H 6.358 1.440 -4.728  0.371
H 5.246 2.687 -4.989  0.331
H -1.272 -0.847 -3.647  0.844
H -0.541 -1.743 -4.847  0.536
H -2.225 -1.070 -6.540  -0.161
H -2.878 0.192 -5.467  0.053
H -4.379 -1.373 -5.132  0.371
H -3.335 -1.824 -3.768  0.359
H -3.628 -3.366 -6.206  0.304
H -3.853 -3.901 -4.538  0.377
H -2.205 -3.457 -5.182  0.283
C 5.006 4.192 2.138  -1.240
C 4.847 4.355 3.713  -0.470
N 3.651 3.600 4.275  -0.034
C 3.754 2.057 4.044  -0.997
C 3.589 3.829 5.841  -0.325
C 4.748 3.326 6.726  -1.257
C 2.310 4.134 3.601  -0.723
C 2.047 5.692 3.596  -0.620
O 1.949 6.084 4.973  -0.309
C 1.689 7.549 5.013  -0.786
H 6.045 4.375 1.864  0.397
H 4.356 4.910 1.640  0.321
H 4.810 3.241 1.642  0.303
H 4.770 5.390 4.044  0.471
H 5.751 3.965 4.180  0.463
H 2.916 1.543 4.516  0.421
H 4.639 1.748 4.600  0.429
H 3.975 1.760 3.019  0.384
H 2.643 3.445 6.222  0.504
H 3.484 4.897 6.029  0.305
H 4.673 3.797 7.706  0.413
H 5.751 3.522 6.348  0.279
H 4.627 2.281 7.010  0.377
H 1.393 3.640 3.921  0.445
H 2.582 3.771 2.610  0.531
H 1.141 5.943 3.044  0.484
H 2.877 6.196 3.101  0.322
H 2.653 8.047 4.917  0.307
H 1.328 7.738 6.024  0.266
H 0.889 7.850 4.335  0.335
C 6.150 -5.503 -1.316  -1.134
C 5.913 -5.009 0.102  -0.649
C 4.947 -5.858 0.882  -0.340
C 3.552 -5.789 0.112  -0.885
N 2.359 -6.540 0.828  0.151
C 2.643 -8.009 1.062  -0.630
C 1.293 -8.769 0.985  -0.729
C 0.398 -7.881 0.116  -0.538
C 1.056 -6.462 -0.020  -0.546
C 2.059 -5.909 2.188  -1.118
H 6.463 -6.539 -1.185  0.315
H 6.784 -4.794 -1.848  0.361
H 5.318 -5.659 -2.003  0.300
H 5.526 -3.993 0.180  0.364
H 6.824 -4.850 0.678  0.411
H 4.769 -5.538 1.909  0.355
H 5.360 -6.865 0.842  0.306
H 3.618 -6.214 -0.889  0.433
H 3.190 -4.760 0.116  0.381
H 3.123 -8.052 2.040  0.374
H 3.393 -8.287 0.322  0.460
H 0.885 -8.825 1.994  0.330
H 1.460 -9.804 0.686  0.411
H -0.568 -7.807 0.616  0.313
H 0.309 -8.401 -0.838  0.333
H 0.464 -5.605 0.301  0.431
H 1.415 -6.265 -1.030  0.291
H 1.161 -6.349 2.623  0.434
H 1.960 -4.851 1.946  0.445
H 2.897 -5.990 2.880  0.364
C -4.971 3.489 5.876  -1.260
C -6.414 3.079 5.644  -0.723
C -6.643 2.447 4.280  -0.139
C -5.898 1.094 4.137  -0.976
N -6.080 0.354 2.788  0.203
C -5.544 1.241 1.628  -0.661
C -6.787 1.685 0.906  -0.526
C -7.670 0.480 1.203  -0.602
C -7.623 0.035 2.599  -0.423
C -5.245 -0.931 2.825  -1.106
H -4.654 4.195 5.108  0.302
H -4.244 2.685 5.992  0.352
H -4.947 4.020 6.827  0.396
H -6.996 4.001 5.637  0.365
H -6.824 2.448 6.433  0.383
H -6.376 3.136 3.479  0.329
H -7.720 2.288 4.327  0.232
H -6.199 0.343 4.867  0.343
H -4.819 1.194 4.253  0.520
H -5.001 0.718 0.840  0.418
H -4.921 2.004 2.096  0.332
H -6.528 1.867 -0.137  0.415
H -7.155 2.618 1.333  0.257
H -7.544 -0.366 0.527  0.291
H -8.622 0.958 0.975  0.442
H -7.776 -1.003 2.893  0.343
H -8.313 0.657 3.170  0.236
H -5.496 -1.545 1.961  0.407
H -5.485 -1.456 3.750  0.404
H -4.194 -0.647 2.783  0.444
As -0.627 -1.764 8.505  2.000
F -0.591 -2.954 9.873  -0.509
F -1.308 -3.022 7.463  -0.489
F -0.679 -0.639 7.090  -0.538
F 0.156 -0.610 9.565  -0.466
F 0.994 -2.342 8.025  -0.502
F -2.264 -1.253 9.014  -0.496


Record 2
# C42H97BFN3O25PS7

A cluster of 7 separate species, C42H97BFN3O25PS7 in total in a non-equilibrium geometry (ωB97M-V with the def2-TZVPD basis set, OMol25).

Values from the calculation:
lowest unoccupied orbital energy	-2.47	eV
energy	-6956.806410	Eh
HOMO level	-11.1	eV
total charge	+1
gap between HOMO and LUMO	8.6666	eV

Last column: Mulliken charge in e.
Positions of all 177 atoms, in Å:
C 0.546 2.001 4.541  -0.634
C -0.076 3.378 4.283  0.699
O -1.378 3.340 3.704  -0.510
B -1.423 2.897 2.405  0.618
O -1.323 1.512 2.187  -0.667
C -1.677 3.786 1.077  0.256
C -2.617 4.974 1.468  -1.931
N -2.206 6.312 1.038  0.527
S -3.162 7.067 -0.071  1.317
O -4.035 7.929 0.636  -0.613
O -3.886 6.197 -0.939  -0.662
F -2.273 8.024 -0.995  -0.228
C -0.773 6.604 1.049  0.128
P -0.405 7.375 2.758  -0.534
C -0.947 9.158 2.783  -0.526
C -1.158 9.833 1.395  -0.889
C 1.468 7.422 2.954  0.390
C 1.911 8.278 4.184  -1.323
C 0.162 5.356 0.904  -1.028
N -0.460 4.176 0.270  1.478
C -0.990 4.428 -1.149  -1.239
C -0.302 5.528 -1.968  -1.213
C 1.223 5.386 -2.242  1.097
C 1.936 6.763 -2.500  -1.687
C 2.842 7.066 -1.280  1.292
C 3.709 8.343 -1.415  -0.881
O 5.116 8.092 -1.208  -0.405
C 5.375 7.797 0.099  0.713
C 5.826 8.896 1.079  -1.000
O 5.299 6.700 0.520  -0.451
C 0.507 3.019 0.066  -2.307
C 1.731 3.007 1.015  0.937
N 2.551 1.798 0.677  0.194
C 3.391 2.057 -0.526  0.506
C 4.833 1.513 -0.412  -1.541
C 3.385 1.584 1.880  0.529
C 4.156 2.736 2.556  -0.982
O 3.428 0.511 2.357  -0.514
H 0.984 1.561 3.621  -0.403
H 1.390 2.061 5.248  0.359
H -0.156 1.250 4.930  0.409
H 0.671 3.993 3.745  -0.456
H -0.186 3.862 5.266  0.484
H -0.399 1.232 2.097  0.255
H -2.261 3.137 0.404  0.493
H -3.609 4.770 1.032  0.565
H -2.816 5.036 2.551  0.414
H -0.450 7.374 0.335  0.702
H -0.249 9.794 3.350  0.456
H -1.884 9.186 3.361  0.438
H -1.069 10.925 1.515  0.419
H -0.429 9.532 0.627  0.152
H -2.174 9.649 1.023  0.169
H 1.974 7.820 2.056  -0.049
H 1.822 6.393 3.132  0.020
H 2.497 7.666 4.881  0.346
H 2.576 9.102 3.878  0.324
H 1.057 8.753 4.685  0.344
H 0.461 5.139 1.945  -0.194
H 1.072 5.715 0.412  -0.128
H -0.958 3.504 -1.747  0.645
H -2.066 4.668 -1.143  0.934
H -0.792 5.518 -2.959  0.619
H -0.478 6.556 -1.612  0.113
H 1.785 4.928 -1.411  -1.115
H 1.357 4.733 -3.121  0.732
H 2.589 6.605 -3.375  0.383
H 1.226 7.569 -2.737  0.416
H 2.159 7.233 -0.422  -0.563
H 3.489 6.205 -1.058  0.131
H 3.586 8.887 -2.359  0.428
H 3.409 9.048 -0.612  0.371
H 6.862 8.629 1.345  0.351
H 5.256 8.851 2.015  0.227
H 5.806 9.890 0.613  0.347
H -0.024 2.056 0.030  0.329
H 0.969 3.074 -0.931  0.644
H 1.468 2.905 2.079  -0.197
H 2.392 3.878 0.852  0.180
H 3.375 3.111 -0.862  -0.350
H 2.940 1.468 -1.346  0.332
H 5.313 1.579 -1.402  0.432
H 4.855 0.453 -0.129  0.390
H 5.461 2.134 0.247  0.343
H 3.678 2.893 3.537  0.237
H 4.139 3.681 1.992  0.186
H 5.211 2.458 2.672  0.455
O 4.354 1.105 -3.966  -0.494
S 4.379 1.038 -5.399  1.116
O 3.828 2.090 -6.196  -0.619
O 3.747 -0.352 -5.859  -0.302
C 2.433 -0.697 -5.381  0.294
C 1.347 0.060 -6.117  -1.063
C 6.026 0.720 -5.939  -1.026
H 2.365 -0.538 -4.302  0.181
H 2.309 -1.763 -5.556  -0.167
H 1.387 1.127 -5.892  0.343
H 0.364 -0.312 -5.828  0.376
H 1.465 -0.049 -7.196  0.287
H 6.433 -0.106 -5.360  0.321
H 6.608 1.624 -5.769  0.376
H 6.007 0.482 -7.000  0.362
O 1.387 -3.455 5.202  -0.674
S 0.312 -2.617 4.775  1.334
O -0.358 -1.730 5.678  -0.619
O -0.779 -3.514 4.032  -0.306
C -1.312 -4.655 4.730  -0.278
C -2.330 -4.246 5.777  -1.070
C 0.832 -1.685 3.366  -0.875
H -0.508 -5.246 5.172  0.396
H -1.795 -5.281 3.980  0.165
H -1.859 -3.693 6.590  0.329
H -2.813 -5.123 6.203  0.383
H -3.094 -3.596 5.345  0.291
H 1.303 -2.358 2.654  0.456
H 1.548 -0.937 3.702  0.267
H -0.035 -1.196 2.926  0.196
O 0.057 -2.991 -5.157  -0.635
S 0.244 -4.405 -5.323  1.284
O -0.143 -5.066 -6.530  -0.575
O -0.406 -5.163 -4.082  -0.307
C -1.786 -4.899 -3.768  -0.317
C -2.732 -5.610 -4.717  -0.574
C 1.924 -4.810 -4.971  -1.117
H -1.973 -3.823 -3.754  0.278
H -1.945 -5.266 -2.755  0.282
H -2.659 -5.203 -5.726  -0.083
H -3.764 -5.497 -4.382  0.401
H -2.491 -6.671 -4.777  0.270
H 2.210 -4.341 -4.032  0.343
H 2.533 -4.427 -5.787  0.391
H 2.018 -5.892 -4.911  0.374
O -5.000 -5.707 -9.203  -0.642
S -4.291 -5.385 -10.405  1.220
O -3.366 -6.304 -10.990  -0.605
O -3.568 -3.973 -10.213  -0.271
C -2.701 -3.808 -9.078  -0.240
C -1.360 -4.484 -9.277  -0.839
C -5.442 -4.877 -11.640  -0.940
H -3.193 -4.165 -8.171  0.202
H -2.552 -2.734 -8.961  0.260
H -1.465 -5.568 -9.309  0.301
H -0.684 -4.237 -8.460  0.189
H -0.908 -4.174 -10.221  0.364
H -6.121 -4.146 -11.209  0.314
H -5.991 -5.760 -11.960  0.372
H -4.893 -4.454 -12.478  0.316
O -4.117 -7.133 1.954  -0.680
S -4.599 -7.580 3.227  1.180
O -3.715 -7.764 4.340  -0.452
O -5.454 -8.909 3.026  -0.284
C -4.842 -10.016 2.338  -0.378
C -3.860 -10.763 3.221  -0.898
C -5.929 -6.540 3.733  -0.970
H -4.366 -9.674 1.417  0.318
H -5.654 -10.683 2.052  0.280
H -2.991 -10.148 3.454  0.158
H -3.511 -11.667 2.721  0.434
H -4.325 -11.038 4.168  0.278
H -6.625 -6.431 2.906  0.359
H -5.506 -5.573 4.001  0.320
H -6.415 -6.987 4.597  0.329
O -1.800 -11.596 6.596  -0.625
S -1.044 -10.946 7.624  1.264
O -1.657 -10.532 8.847  -0.620
O -0.271 -9.701 6.985  -0.306
C -1.043 -8.730 6.260  -0.085
C -1.802 -7.808 7.196  -0.599
C 0.378 -11.917 8.002  -0.958
H -1.718 -9.222 5.557  0.059
H -0.336 -8.145 5.670  0.259
H -2.578 -8.349 7.736  0.417
H -2.278 -7.005 6.638  -0.189
H -1.130 -7.375 7.939  0.349
H 0.870 -12.198 7.074  0.313
H 0.038 -12.804 8.533  0.373
H 1.043 -11.334 8.635  0.325


Record 3
# C42H97N5O9

A structure of composition C42H97N5O9 in a non-equilibrium geometry (ωB97M-V with the def2-TZVPD basis set, OMol25).

Values from the calculation:
lowest unoccupied orbital energy	-4.29	eV
energy	-2608.419685	Eh
HOMO level	-9.1	eV
total charge	+2
gap between HOMO and LUMO	4.8608	eV

Last column: Mulliken charge in e.
Positions of all 153 atoms, in Å:
C 0.811 -0.925 -2.668  -1.553
C 0.711 0.003 -1.393  2.162
C -0.268 -0.513 -0.353  1.941
O 1.986 0.242 -0.807  -0.759
H 1.320 -0.489 -3.528  0.432
H -0.225 -1.153 -2.918  0.396
H 1.222 -1.890 -2.370  -0.004
H 0.364 0.924 -1.862  -1.353
H -0.447 -0.102 0.641  -0.413
H -0.087 -1.574 -0.179  -0.838
H -1.247 -0.540 -0.830  -0.741
C 2.072 -1.817 4.743  -1.034
C 1.476 -0.457 5.086  -0.379
C 1.681 0.581 3.947  -0.204
N 1.400 2.115 4.154  0.497
C 1.854 2.936 2.938  -1.240
C 0.981 2.785 1.642  0.684
C -0.447 2.778 1.936  -0.748
C -0.924 2.131 3.225  0.201
C -0.067 2.432 4.457  -1.137
C 2.255 2.544 5.431  -1.011
H 3.145 -1.779 4.932  0.442
H 1.961 -2.100 3.696  0.011
H 1.617 -2.577 5.378  0.438
H 1.924 -0.082 6.006  0.332
H 0.415 -0.574 5.302  0.221
H 1.109 0.252 3.079  -0.187
H 2.707 0.546 3.580  0.422
H 2.930 2.851 2.785  0.454
H 1.486 3.911 3.258  0.401
H 1.343 1.812 1.311  -0.307
H 1.235 3.587 0.949  0.465
H -0.968 2.318 1.095  -0.100
H -0.827 3.797 2.010  0.494
H -1.080 1.058 3.116  -0.248
H -1.912 2.484 3.523  0.610
H -0.472 1.776 5.228  0.439
H -0.227 3.495 4.640  0.470
H 3.232 2.144 5.159  0.392
H 1.836 2.098 6.333  0.398
H 2.188 3.619 5.595  0.375
C -4.266 -0.363 0.744  -1.126
C -3.730 -1.488 1.509  1.382
C -4.321 -1.738 2.925  -1.181
N -3.731 -2.956 3.713  0.196
C -2.134 -2.958 3.600  -0.072
C -1.493 -4.277 4.102  -0.520
C -2.157 -5.477 3.389  -0.673
C -3.738 -5.418 3.638  -0.908
C -4.455 -4.173 3.101  -0.528
C -4.169 -2.947 5.137  -0.982
H -5.352 -0.385 0.835  0.536
H -3.901 -0.354 -0.283  -0.050
H -3.857 0.602 1.043  0.183
H -2.693 -1.187 1.659  -0.577
H -3.891 -2.394 0.924  0.223
H -5.400 -1.887 2.976  0.374
H -4.056 -0.920 3.596  0.392
H -1.871 -2.858 2.547  -0.170
H -1.822 -2.091 4.184  0.402
H -0.437 -4.333 3.836  0.082
H -1.601 -4.410 5.178  0.420
H -1.823 -5.385 2.356  0.264
H -1.655 -6.385 3.723  0.466
H -4.079 -6.246 3.018  0.463
H -3.892 -5.679 4.685  0.332
H -4.528 -4.147 2.013  0.477
H -5.476 -4.036 3.458  0.404
H -5.209 -2.681 5.323  0.404
H -3.754 -2.077 5.645  0.378
H -3.753 -3.749 5.747  0.368
C -0.466 4.327 -4.561  -1.245
C -1.862 3.827 -4.401  -0.558
C -1.865 2.342 -4.136  0.332
N -3.242 1.831 -3.593  0.759
C -3.225 0.288 -3.561  0.392
C -4.684 -0.329 -3.457  -0.706
C -5.530 0.310 -4.570  -1.107
C -5.706 1.806 -4.442  -0.855
C -4.301 2.433 -4.568  -0.844
C -3.368 2.402 -2.097  -0.679
H 0.262 4.110 -3.779  -0.038
H -0.507 5.403 -4.392  0.524
H -0.045 4.131 -5.547  0.381
H -2.460 4.136 -5.258  0.362
H -2.424 4.346 -3.625  0.436
H -1.142 2.223 -3.329  -0.503
H -1.615 1.718 -4.994  0.461
H -2.808 -0.146 -4.470  0.199
H -2.665 -0.055 -2.691  -0.775
H -4.490 -1.402 -3.443  0.651
H -5.126 -0.169 -2.474  0.251
H -5.071 0.050 -5.523  0.424
H -6.537 -0.018 -4.828  0.396
H -6.418 2.327 -5.081  0.473
H -6.166 2.050 -3.484  0.367
H -3.984 2.039 -5.534  0.465
H -4.371 3.519 -4.623  0.480
H -2.981 3.420 -2.063  0.336
H -2.733 1.805 -1.442  0.081
H -4.409 2.305 -1.787  0.405
C 5.639 4.801 -1.451  -0.930
N 5.095 4.852 -2.917  0.027
C 5.368 6.204 -3.609  -0.821
C 5.773 3.708 -3.795  -0.720
C 3.519 4.634 -2.880  -0.928
C 2.942 3.560 -2.047  0.158
O 3.289 2.297 -2.508  -0.454
H 5.489 5.720 -0.884  0.331
H 6.721 4.910 -1.524  0.434
H 5.424 3.819 -1.029  0.379
H 4.989 6.977 -2.941  0.382
H 4.767 6.155 -4.518  0.372
H 6.401 6.194 -3.956  0.334
H 6.801 4.057 -3.897  0.418
H 5.157 3.712 -4.694  0.369
H 5.877 2.747 -3.292  0.242
H 3.157 4.655 -3.908  0.529
H 3.088 5.556 -2.490  0.368
H 1.853 3.609 -2.064  0.116
H 3.318 3.660 -1.029  0.231
H 2.875 1.655 -1.926  0.012
C 2.393 -3.525 1.386  -0.792
N 3.815 -4.197 1.217  0.059
C 4.661 -3.714 2.446  -0.779
C 3.680 -5.766 1.308  -0.900
C 4.410 -3.872 -0.158  -0.729
C 4.115 -2.499 -0.782  -0.065
O 4.222 -1.322 0.109  -0.614
H 2.575 -2.549 1.837  -0.225
H 1.921 -4.102 2.182  0.656
H 1.838 -3.572 0.449  0.404
H 5.644 -4.143 2.252  0.385
H 4.177 -4.085 3.350  0.367
H 4.705 -2.630 2.346  0.271
H 3.096 -6.225 0.510  0.385
H 3.375 -6.085 2.304  0.368
H 4.597 -6.257 0.984  0.412
H 3.908 -4.617 -0.775  0.424
H 5.465 -4.147 -0.192  0.461
H 3.211 -2.448 -1.389  -0.107
H 4.890 -2.402 -1.541  0.440
H 3.560 -0.712 -0.224  0.344
O 0.404 -0.308 -6.216  -0.582
C -0.689 -0.350 -6.791  0.714
O -0.945 0.426 -7.694  -0.767
O -1.463 -1.121 -6.181  -0.792
H -0.317 -0.725 -5.740  0.479
O -2.106 -3.008 -0.501  -0.137
C -1.627 -4.272 -0.558  0.663
O -2.115 -5.183 -1.254  -0.796
O -0.561 -4.565 -0.048  -0.595
H -1.256 -2.788 -0.113  -0.055


Q: The highest energy belongs to which entry?
A: C42H97N5O9


Q: What is the energy in the first record?
A: -5148.839973 Eh


Q: The lowest HOMO level belongs to which entry?
A: C42H97BFN3O25PS7